The following is a quantum chemistry calculation of a cluster of 6 separate species, C7H25NO5 in total at a distorted geometry, from OMol25.

Values from the calculation:
**Lowest unoccupied orbital energy (alpha / beta)**: 2.69 / 2.58 eV
**DFT total energy**: -19390.1686 eV
**Multiplicity**: 2
**Largest force on an atom**: 2.60 eV/Å
**Energy relative to the best compared isomer or geometry (same formula, charge and spin)**: 0.000 eV
**Total charge**: -1

Geometry as XYZ:
```
38
Properties=species:S:1:pos:R:3:forces:R:3
C 2.2145 1.6595 -0.4420 0.5509 -2.1391 1.3708
C 0.9900 0.7452 -0.0615 0.6488 1.5435 -1.2041
C 1.4952 -0.6712 0.0924 1.0074 -1.4343 1.3077
C 0.5260 -1.7631 -0.2485 -0.6244 0.0279 -0.5551
C 0.7623 -2.6214 -1.2357 0.4590 -0.3713 0.2989
C -0.7669 -1.8847 0.5435 0.0482 0.1144 0.5654
C -2.0542 -2.0413 -0.2549 0.7072 -0.1482 -0.9306
N -0.0287 0.9133 -1.0600 -0.1449 0.4989 -0.4024
H 2.5045 1.3934 -1.4562 0.0369 0.6457 -0.1666
H 2.2543 2.6989 -0.1351 -0.7220 0.3714 -0.7616
H 2.9928 1.2354 0.2150 0.3115 0.0733 -0.2992
H 0.6399 1.1790 0.8686 -0.5250 -0.8097 0.2327
H 2.4626 -0.9161 -0.3678 -0.2994 0.5486 -0.8578
H 1.8186 -0.8122 1.1297 -0.4417 0.0902 0.2619
H 0.0864 -3.4266 -1.4981 -0.1746 0.0900 0.0920
H 1.7047 -2.6549 -1.7638 0.0545 0.3436 -0.1587
H -0.6023 -2.7425 1.1927 -0.1537 -0.2035 0.1567
H -0.8889 -1.0579 1.2415 0.1898 0.1803 -0.0510
H -2.4897 -1.0840 -0.5050 -0.1007 0.2621 -0.1236
H -1.8142 -2.5476 -1.1915 -0.1963 0.1075 -0.1176
H -2.8144 -2.6365 0.2087 -0.3666 -0.2750 0.6546
H -0.9441 0.5472 -0.8496 -0.1207 0.1594 0.2752
H 0.2263 0.4963 -1.9459 0.2009 -0.0683 0.0997
H 1.2205 -0.9277 3.9819 -0.0404 0.0503 0.1264
H 0.0828 -0.0897 3.3761 0.0274 -0.0198 -0.0096
O 0.7316 -0.7790 3.1693 -0.0858 0.1424 0.1338
H -2.5647 2.0626 3.1558 -0.0441 -0.0822 -0.0670
H -1.1891 2.3992 2.5958 0.1492 0.0358 0.1575
O -1.6282 2.0404 3.3786 -0.0078 -0.0872 -0.0280
H -0.1498 -1.3043 -4.6434 0.2116 -0.4901 0.1646
H -0.0196 -0.0282 -3.9729 0.2337 0.1017 0.4341
O 0.3549 -0.9221 -3.9107 -0.5370 0.4822 -0.7387
H -3.5393 1.2766 -1.6843 -0.0332 -0.0296 -0.0059
H -2.8205 2.4021 -2.3950 0.0941 0.0411 -0.0009
O -2.6456 1.6246 -1.8407 -0.2759 -0.1273 -0.0141
H 0.9921 2.7391 1.3566 0.3757 0.0205 0.1598
H 1.8451 2.5500 2.6615 0.1268 -0.2595 -0.2832
O 1.0551 2.9485 2.2949 -0.5392 0.6145 0.2838
```
Forces are in eV/Å.